Record 1
Below is a molecular structure, C19H28ClMgO2 at a distorted geometry, with properties calculated with ωB97M-V with the def2-TZVPD basis set.

Output
- Total charge: -1
- Orbital gap: 5.77 eV
- E: -1551.6137 Ha
- Energy relative to the best compared isomer or geometry (same formula, charge and spin): 0.0 kJ/mol

Element x y z (Å)
O (-0.3892, 0.5074, 0.6110)
C (0.4038, 0.6913, -0.5996)
C (-0.0287, -0.6708, -1.1245)
H (1.4541, 0.8038, -0.3506)
H (0.0772, 1.5644, -1.1549)
C (-0.6958, -0.9021, 0.2402)
H (0.7711, -1.3626, -1.3725)
H (-0.7359, -0.6241, -1.9483)
C (0.0683, -1.8517, 1.1309)
H (1.0860, -1.5006, 1.2855)
H (0.1147, -2.8351, 0.6635)
H (-0.4057, -1.9634, 2.1017)
C (-2.1756, -1.1707, 0.2291)
H (-2.6873, -0.5570, -0.5065)
H (-2.6140, -0.9694, 1.2035)
H (-2.3560, -2.2170, -0.0153)
Mg (-1.1315, 2.1107, 1.9693)
C (-3.1605, 3.3075, 1.9789)
C (-2.1735, 4.1492, 1.4278)
C (-1.7937, 3.5992, 0.1829)
H (-1.7714, 5.0443, 1.8697)
C (-2.5270, 2.4227, -0.0166)
C (-3.3593, 2.2179, 1.1010)
H (-4.0383, 1.3954, 1.2504)
H (-3.6704, 3.4676, 2.9116)
H (-1.0249, 3.9862, -0.4596)
H (-2.4272, 1.7589, -0.8576)
C (-1.2938, 2.5483, 4.3315)
C (-2.1470, 1.4616, 4.0264)
C (-1.3540, 0.3943, 3.5743)
H (-3.2192, 1.4505, 4.1137)
C (-0.0041, 0.8228, 3.6018)
C (0.0251, 2.1436, 4.0853)
H (0.8998, 2.7624, 4.1605)
H (-1.6022, 3.5233, 4.6692)
H (-1.7168, -0.5776, 3.2908)
H (0.8509, 0.2663, 3.2624)
O (3.0134, -2.0494, -2.9076)
C (2.2713, -3.2125, -3.2922)
C (3.1610, -3.9933, -4.2462)
H (1.3424, -2.9045, -3.7853)
H (2.0074, -3.7723, -2.3944)
C (3.9497, -2.8752, -4.9167)
H (2.5935, -4.6035, -4.9463)
H (3.8317, -4.6503, -3.6915)
C (4.1545, -1.9078, -3.7615)
H (3.3541, -2.4103, -5.7030)
H (4.8874, -3.2092, -5.3563)
H (4.2271, -0.8672, -4.0799)
H (5.0620, -2.1543, -3.1991)
Cl (0.8963, 3.4125, 1.4130)

***

Record 2
Below is C19H28F3N3 in the gas phase, with properties calculated with ωB97M-V with the def2-TZVPD basis set.

Output
- Orbital gap: 8.56 eV
- E: -1204.6703 Ha
- Energy relative to the best compared isomer or geometry (same formula, charge and spin): 1.9 kJ/mol

Element x y z (Å)
C (6.6473, 1.3244, -0.9403)
H (6.3494, 0.5891, -1.6825)
C (5.8572, 1.1020, 0.3419)
H (6.1262, 0.1347, 0.7692)
C (4.3486, 1.1493, 0.0826)
N (3.9514, 0.1191, -0.8617)
C (2.8469, 0.4687, -1.7276)
C (1.4801, 0.4252, -1.0298)
H (1.4646, 1.1581, -0.2206)
H (0.6951, 0.6818, -1.7438)
C (1.2562, -0.9859, -0.4673)
N (-0.0308, -1.2216, 0.1734)
C (-0.4178, -0.2796, 1.2057)
H (0.4144, -0.1322, 1.8939)
C (-1.6085, -0.8759, 1.9638)
N (-2.7310, -1.0962, 1.0789)
C (-3.6851, -0.1279, 0.8705)
C (-4.8250, -0.4139, 0.1054)
C (-5.8231, 0.5293, -0.0640)
C (-5.7465, 1.7843, 0.5216)
C (-4.6323, 2.0699, 1.2918)
C (-3.6235, 1.1443, 1.4623)
H (-2.7698, 1.4291, 2.0556)
H (-4.5436, 3.0391, 1.7591)
H (-6.5311, 2.5088, 0.3795)
C (-7.0054, 0.1377, -0.8996)
F (-6.6462, -0.2500, -2.1415)
F (-7.9023, 1.1197, -1.0604)
F (-7.6804, -0.9065, -0.3771)
H (-4.9568, -1.3834, -0.3480)
C (-2.3345, -1.9964, 0.0160)
H (-3.1518, -2.1704, -0.6793)
C (-1.1342, -1.4174, -0.7457)
H (-0.8279, -2.1206, -1.5227)
H (-1.4495, -0.4748, -1.2303)
H (-2.0447, -2.9498, 0.4675)
H (-1.9016, -0.2494, 2.8047)
H (-1.3102, -1.8542, 2.3543)
H (-0.7120, 0.6989, 0.7860)
C (2.4121, -1.3272, 0.4762)
C (3.7460, -1.1890, -0.2741)
H (4.5754, -1.4046, 0.4011)
H (3.7749, -1.9213, -1.0881)
H (2.4116, -0.6538, 1.3345)
H (2.2959, -2.3456, 0.8471)
H (1.3014, -1.6930, -1.3063)
H (3.0287, 1.4624, -2.1436)
H (2.8438, -0.2473, -2.5574)
H (4.1060, 2.1214, -0.3536)
H (3.8162, 1.0736, 1.0438)
H (6.1088, 1.8708, 1.0757)
H (7.7147, 1.2295, -0.7559)
H (6.4529, 2.3168, -1.3407)

***

Record 3
Below is a gas-phase ion, C19H28F3N4O6 (charge +1) at a distorted geometry, with properties calculated with ωB97M-V with the def2-TZVPD basis set.

Output
- Total charge: +1
- Orbital gap: 7.65 eV
- E: -1710.3895 Ha

Element x y z (Å)
O (1.4749, -3.1190, 5.6561)
C (0.5868, -2.7303, 4.9914)
O (0.1959, -3.4034, 3.8766)
C (0.1634, -2.6028, 2.7082)
C (-0.0687, -3.5355, 1.5288)
C (-0.4450, -2.7797, 0.2436)
C (0.7994, -2.5021, -0.5899)
N (0.4831, -1.8368, -1.8727)
C (0.0597, -0.5020, -1.6505)
N (0.8387, 0.3284, -1.0272)
C (0.5408, 1.7392, -0.7832)
O (0.4077, 1.9701, 0.5824)
C (1.5052, 2.7185, 1.1426)
O (1.4881, 2.5115, 2.4983)
C (1.2636, 3.6791, 3.2838)
C (-0.1187, 4.2832, 3.0831)
O (-0.3100, 5.3392, 4.0084)
N (-1.1591, -0.0951, -2.1410)
O (-1.6643, -1.0066, -3.0631)
C (-2.1732, 0.1866, -1.0916)
C (-3.1553, 1.2663, -1.6076)
C (-4.4451, 1.0840, -0.8977)
F (-5.2698, 0.1366, -1.3817)
C (-4.7423, 1.7789, 0.2272)
F (-4.7401, 3.0906, 0.2576)
F (-5.0189, 1.2368, 1.3927)
C (1.6047, -1.7735, -2.8084)
C (1.3215, -1.5796, -4.1628)
C (2.4178, -1.4858, -5.0040)
C (3.7207, -1.6061, -4.5359)
N (3.9881, -1.7988, -3.2443)
C (2.9384, -1.8593, -2.4297)
H (0.0236, -1.8354, 5.2855)
H (1.1111, -2.0824, 2.5475)
H (-0.6514, -1.8724, 2.7167)
H (0.8161, -4.1447, 1.3452)
H (-0.8654, -4.2374, 1.7627)
H (-0.9564, -1.8417, 0.4736)
H (-1.0955, -3.4432, -0.3223)
H (1.5613, -1.9990, 0.0153)
H (1.2261, -3.4687, -0.8497)
H (1.7292, -0.0268, -0.7017)
H (-0.3687, 2.0551, -1.2804)
H (1.3559, 2.3289, -1.2066)
H (1.4394, 3.7711, 0.8620)
H (2.4337, 2.2833, 0.7534)
H (1.3238, 3.3650, 4.3214)
H (2.0173, 4.4541, 3.1280)
H (-0.2486, 4.6569, 2.0640)
H (-0.8928, 3.5369, 3.2619)
H (-0.3278, 6.1724, 3.5346)
H (-2.0283, -1.7716, -2.5885)
H (-2.7067, -0.7122, -0.7822)
H (-1.6997, 0.6072, -0.2056)
H (-2.7351, 2.2584, -1.4586)
H (-3.2305, 1.1294, -2.6885)
H (0.3094, -1.4798, -4.5219)
H (2.2561, -1.3124, -6.0592)
H (4.5526, -1.5284, -5.2203)
H (3.1630, -1.9951, -1.3759)

***

Record 4
Below is 3 unconnected molecules or ions with the total composition C19H28FN2O8S, with properties calculated with ωB97M-V with the def2-TZVPD basis set.

Output
- Total charge: +1
- Orbital gap: 9.11 eV
- E: -1950.0945 Ha

Element x y z (Å)
C (1.2084, -3.6953, -0.0229)
C (-0.2434, -3.4037, -0.4696)
C (-0.9203, -2.2636, 0.3135)
C (-1.0024, -0.8838, -0.3029)
C (-0.0096, -0.3442, -1.1106)
N (1.1792, -1.0079, -1.4041)
N (-0.1525, 0.9092, -1.5902)
C (-1.1908, 1.7400, -1.3411)
C (-1.0838, 3.1088, -1.9444)
C (-0.2099, 4.0104, -1.0520)
C (1.2772, 3.7641, -1.2290)
F (-0.5035, 5.3363, -1.3306)
C (-2.2091, 1.2751, -0.5424)
C (-3.3704, 2.1878, -0.2157)
C (-4.4074, 2.1793, -1.3350)
O (-4.2429, 2.7677, -2.3580)
O (-5.5644, 1.4813, -1.0776)
C (-2.1085, -0.0464, -0.0301)
S (-3.3261, -0.6877, 1.0625)
H (1.2341, -4.5176, 0.6838)
H (1.8768, -3.8679, -0.8635)
H (1.6030, -2.8203, 0.4986)
H (-0.2946, -3.2168, -1.5435)
H (-0.8188, -4.3026, -0.2534)
H (-1.9564, -2.5654, 0.4687)
H (-0.4888, -2.1925, 1.3167)
H (1.0273, -1.7853, -2.0387)
H (1.8448, -0.3958, -1.8655)
H (0.5904, 1.2739, -2.1725)
H (-2.0729, 3.5531, -1.9917)
H (-0.6463, 3.0338, -2.9409)
H (-0.4411, 3.8331, 0.0003)
H (1.8486, 4.5470, -0.7362)
H (1.5620, 2.8318, -0.7369)
H (1.5439, 3.7326, -2.2889)
H (-2.9949, 3.2067, -0.1206)
H (-3.7984, 1.9259, 0.7474)
H (-5.4272, 0.5389, -1.2424)
H (-4.3736, 0.0335, 0.6549)
C (-0.1387, 6.1843, 3.6613)
C (-0.8955, 4.9595, 3.1836)
O (-0.0195, 4.4387, 2.1706)
C (1.2399, 4.8898, 2.4277)
O (2.2102, 4.5112, 1.8571)
O (1.2211, 5.8175, 3.3975)
H (-0.2716, 6.3947, 4.7181)
H (-0.3774, 7.0761, 3.0809)
H (-1.0100, 4.2067, 3.9645)
H (-1.8679, 5.1910, 2.7571)
C (3.7406, -7.0350, -1.0372)
C (4.3319, -8.0556, -0.0838)
O (3.9813, -7.5094, 1.1923)
C (2.9086, -6.7101, 1.0387)
O (2.2764, -6.2422, 1.9289)
O (2.6438, -6.5065, -0.2781)
H (3.3782, -7.4679, -1.9654)
H (4.4333, -6.2221, -1.2612)
H (3.8678, -9.0376, -0.1831)
H (5.4101, -8.1564, -0.1648)

***

In eV, the E_LUMO values for the records above are, in order, 2.3 0.7 -3.9 -3.7.